Record 1
Molecular formula: C24H25ClFN5O3
Method: DFT, ωB97M-V/def2-TZVPD

CARTESIAN COORDINATES (ANGSTROEM)
C (0.105488, 3.348701, 0.036049)
C (4.359318, -1.720766, 0.219422)
H (4.458762, 2.974702, 0.462937)
H (-4.443049, 1.007583, -1.413385)
C (5.294387, -0.850902, -0.310107)
C (0.607420, -3.624644, -2.891446)
H (-3.879877, -0.546921, 1.920950)
H (-2.231911, -1.394523, 3.243540)
C (-1.162714, 2.888914, -0.370006)
O (-2.464129, 1.155477, -1.472344)
H (-4.697450, 1.509421, 1.021799)
H (-1.299645, 0.382209, 1.782401)
N (0.198438, 4.547277, 0.654328)
H (-1.104382, -2.415559, -3.123811)
O (-1.355251, -2.956690, 2.221789)
C (3.199818, -1.239282, 0.816016)
H (6.190322, -1.253018, -0.755314)
H (1.488791, 5.938428, 1.398237)
C (1.114661, 1.389190, -1.000143)
O (1.736650, -1.204857, -1.962970)
C (-0.127831, 0.942951, -1.370546)
F (4.592746, -3.043740, 0.167387)
C (-1.293129, 1.700010, -1.038776)
C (-0.075886, -2.492826, -2.798958)
H (-2.946031, 1.672790, 1.170436)
C (-2.346730, -2.288025, 0.113295)
C (-3.671913, 1.541531, -0.851104)
H (-2.335123, -4.254313, 1.043192)
H (1.980026, 0.823328, -1.294299)
N (-0.340070, -0.255966, -2.041810)
H (-2.006200, 3.518653, -0.138741)
C (1.252081, 2.556957, -0.232763)
H (5.779187, 1.190559, -0.710515)
C (-1.338413, -1.606748, 2.634323)
C (-2.425662, -3.207628, 1.338139)
H (-3.178277, -2.489808, -0.565131)
C (-3.741285, 1.160240, 0.628761)
Cl (2.047421, -2.327027, 1.494787)
H (2.085913, 0.499093, 1.338699)
C (2.473679, 3.058867, 0.306428)
H (-0.452057, -1.494148, 3.260129)
C (3.885722, 1.008735, 0.278841)
H (-4.397869, -0.848776, 0.254392)
C (1.398066, 4.951696, 0.961795)
C (5.060265, 0.509766, -0.281569)
H (0.183119, -4.529473, -3.291342)
C (-3.639162, -0.350799, 0.864454)
H (1.630501, -3.661403, -2.553492)
N (-2.341544, -0.878750, 0.472268)
H (-1.405552, -2.495095, -0.407276)
H (-0.326797, -0.815411, 0.909547)
N (3.660454, 2.383486, 0.270302)
C (2.977865, 0.124824, 0.862803)
H (-3.385873, -3.063475, 1.859735)
H (-1.322073, -0.437359, -2.206995)
N (2.536194, 4.269527, 0.838867)
C (0.552367, -1.274928, -2.229141)
C (-1.272387, -0.651319, 1.435013)
H (-3.841377, 2.619245, -0.969093)

Cartesian forces, eV/Å:
0.639 -0.412 -0.042
-0.032 0.064 0.077
-0.171 -0.042 0.066
0.034 0.117 0.054
-0.154 -0.205 0.137
-0.042 0.181 0.038
-0.079 -0.078 -0.080
0.086 -0.029 -0.007
-0.232 -0.256 -0.184
0.671 0.240 -0.330
0.001 0.100 0.033
0.064 0.066 0.007
-0.424 0.390 0.070
-0.121 -0.079 -0.047
0.122 -0.068 -0.031
0.323 -0.012 -0.107
0.084 -0.067 -0.032
0.001 0.079 0.024
-0.133 -0.168 -0.205
0.080 0.006 0.058
0.387 0.145 0.159
-0.094 0.121 0.006
-0.013 0.123 0.074
0.037 -0.287 -0.113
-0.081 0.068 0.099
0.038 -0.223 0.298
-0.438 0.141 0.451
-0.099 0.032 -0.004
-0.092 -0.062 -0.025
-0.434 -0.042 -0.161
-0.122 0.023 0.024
-0.460 0.482 0.202
0.057 0.081 -0.088
0.036 0.369 -0.046
-0.116 0.010 -0.345
0.003 -0.025 -0.048
0.154 -0.330 -0.337
0.007 -0.061 -0.037
-0.086 -0.009 0.059
-0.197 0.351 -0.007
-0.068 0.080 0.017
0.078 -0.735 0.073
-0.036 -0.038 0.062
-0.231 0.075 0.042
-0.271 0.068 0.049
-0.164 -0.098 -0.083
0.019 0.289 0.078
0.177 0.046 0.069
-0.054 -0.117 -0.005
-0.060 -0.092 -0.009
0.044 0.061 0.078
0.287 0.488 -0.107
0.266 0.054 -0.004
0.056 -0.047 -0.028
0.163 -0.137 0.013
0.517 -0.391 -0.040
0.000 0.076 -0.034
0.052 -0.202 0.250
0.017 -0.112 -0.079

Computed properties:
SMILES: C=CC(=O)Nc1cc2c(Nc3ccc(F)c(Cl)c3)ncnc2cc1OCCCN1CCOCC1

Löwdin population analysis, charges in e, atoms 1 to 5:
1. C -0.22
2. C -0.31
3. H 0.15
4. H 0.13
5. C 0.00



Record 2
Molecular formula: C43H80BrFN9O2S
Method: DFT, ωB97M-V/def2-TZVPD

CARTESIAN COORDINATES (ANGSTROEM)
H (-0.859402, -2.993096, -2.663674)
C (-0.640068, -1.106553, -1.634511)
C (3.115776, 4.748996, 3.930733)
H (-4.064113, 0.760598, 0.330700)
H (7.468889, 5.392663, -1.765326)
H (-7.418186, -1.825331, 6.748198)
C (7.003654, 6.293610, -3.676157)
H (8.687668, 1.652324, -1.947093)
C (0.483534, 2.468871, -3.203844)
H (-0.401068, 2.114386, -3.731481)
H (6.794784, 4.258335, -2.927736)
H (-8.070368, -3.693513, 0.538818)
S (-2.560111, 2.514543, -1.045831)
O (-3.629281, 2.003961, -1.800273)
H (-1.214204, -0.246174, 0.910221)
C (-7.075859, -6.098543, -1.771052)
C (-0.023547, 1.843865, -0.683732)
C (-7.870234, -1.468683, 3.306738)
N (-1.394897, 1.186594, -0.707422)
H (-1.379888, 0.552768, -2.771682)
F (-1.840641, 3.568882, -1.919525)
C (0.863463, 1.725264, -1.915259)
C (4.954736, 0.343223, -5.497271)
H (8.357608, -0.222190, -0.327432)
C (9.246668, 3.283974, 3.339053)
H (0.093719, -1.054438, -2.434682)
H (-6.232407, -2.066399, 4.581724)
H (2.393228, 4.516949, 4.715332)
H (-0.099664, 2.895791, -0.425674)
H (7.810587, 2.800901, 1.783324)
O (-2.900502, 3.129878, 0.170857)
C (5.971699, 6.221788, -4.807692)
C (4.451502, 4.092409, 4.259049)
H (5.391617, 0.676079, -6.439537)
C (3.491539, 4.613048, 1.494290)
H (4.555460, 2.338644, -4.754007)
H (-8.795409, -4.843880, -1.519178)
H (5.520013, -0.533560, -5.174824)
C (-8.038009, -5.313094, -0.889694)
H (8.003721, 6.124861, -4.079700)
H (-12.951072, -7.824428, 0.019098)
C (3.490202, -0.045383, -5.732996)
H (1.813125, 2.156863, -1.608624)
C (10.432138, 0.317630, -0.202195)
H (3.239377, 5.833639, 3.922025)
H (8.405445, 4.462972, 1.736580)
H (4.814333, 4.419172, 5.230989)
H (4.361039, 3.004966, 4.283941)
H (-0.059405, -1.141222, -0.715744)
C (-3.630747, -1.312606, 0.538191)
H (-2.571326, -0.225170, -1.830793)
H (-8.291796, -2.932458, 5.700569)
H (-7.621650, -6.834303, -2.359997)
H (5.210771, 4.356892, 3.523657)
H (-11.456287, -6.641793, 1.624244)
H (6.190200, 6.968024, -5.571591)
C (-10.113144, -8.273740, 1.997669)
H (-6.839783, -3.510855, -0.710892)
H (4.727905, 1.122510, -3.479071)
C (8.901016, 2.118546, 4.274037)
C (-8.295550, -2.838974, 2.998227)
C (-7.121593, -1.434241, 4.643497)
H (-1.393232, -3.081558, -1.014981)
C (-5.125001, -1.445148, 0.972835)
H (5.741919, 5.437926, -2.129409)
H (-7.221404, -1.121653, 2.505085)
C (-2.849676, -2.313906, 1.411836)
C (-11.962275, -8.224360, 0.243748)
H (-1.627750, 1.352748, 1.368106)
N (-5.551596, -5.310804, 1.507172)
C (2.559652, 4.279814, 2.583077)
H (1.600420, 4.759073, 2.380456)
C (5.978809, 4.894367, -5.442034)
H (-6.544216, -5.436794, -2.460290)
N (-10.295529, -7.452849, -1.609593)
C (5.100787, 1.446649, -4.455670)
C (-3.288450, 0.165611, 0.811194)
H (8.742308, 0.846951, 1.012479)
H (2.915409, 0.814297, -6.080995)
H (-6.337089, -6.638564, -1.175674)
C (-7.342324, -4.229978, -0.059137)
H (-12.027009, -9.312953, 0.226322)
H (-5.186048, -0.938733, 1.939617)
H (0.395707, 3.539270, -3.026005)
C (-11.486945, -7.733355, 1.616007)
H (-8.873912, -1.275614, 5.914586)
C (-11.031142, -7.790345, -0.807133)
H (-6.778755, -0.413687, 4.828415)
N (-8.573175, -3.918212, 2.759003)
C (9.256467, 3.053313, -0.500122)
H (-12.214742, -8.039214, 2.369615)
H (-3.657935, -1.560372, -0.520880)
C (7.752899, 2.450813, 5.135302)
H (-2.385376, -2.274984, -2.280775)
H (10.674890, 0.102039, -1.244340)
N (6.868264, 2.707978, 5.807626)
C (-1.553179, 0.141056, -1.784225)
H (-8.745053, -0.818082, 3.343383)
H (9.521104, 4.159019, 3.930652)
H (7.229785, 3.993402, 2.954232)
C (-6.344878, -4.836337, 0.838925)
H (8.654184, 1.226497, 3.696062)
N (2.515072, -0.909976, -3.473701)
H (6.994308, 7.300327, -3.255920)
H (-9.342540, -7.937640, 1.301953)
C (-1.830327, 0.595096, 0.616996)
C (-7.979582, -1.893885, 5.816722)
C (2.908633, -0.530944, -4.474897)
H (-8.557358, -6.003952, -0.226420)
H (-3.475714, -2.606318, 2.254050)
H (6.146573, 1.718997, -4.331596)
H (1.144502, 0.703156, -2.188238)
C (-1.383706, -2.439590, -1.888776)
H (7.446898, 2.037448, -0.751552)
H (10.121715, 3.011081, 2.745834)
N (5.984207, 3.865169, -5.932999)
H (4.971154, 6.418518, -4.419868)
C (8.104877, 3.653954, 2.401127)
H (-9.829118, -7.923662, 2.989738)
H (11.064398, 1.140997, 0.133170)
N (9.840310, 3.981817, -0.190090)
N (4.210023, 4.871222, 0.647314)
Br (1.160553, 1.195421, 0.771218)
H (-10.110535, -9.365576, 2.010145)
C (6.733165, 5.286531, -2.562625)
H (-5.371405, -2.490428, 1.136422)
C (8.512337, 1.846502, -0.887891)
H (-1.920193, -1.938574, 1.842457)
H (2.404152, 3.200109, 2.589348)
H (9.752080, 1.881762, 4.912523)
H (-2.706850, -3.234031, 0.852403)
H (1.319522, 2.358974, -3.892110)
H (-5.789225, -0.942597, 0.270398)
H (-3.477850, 0.281558, 1.879579)
H (10.693966, -0.557123, 0.393140)
H (3.412588, -0.829025, -6.486657)
C (8.952237, 0.647571, -0.041199)

Cartesian forces, eV/Å:
0.081 -0.046 -0.018
0.085 -0.172 -0.585
0.266 -0.061 0.195
0.322 0.335 -0.127
-0.028 0.012 0.015
-0.022 0.023 0.001
0.082 -0.161 0.248
0.017 0.039 -0.015
0.129 0.249 0.123
-0.078 -0.011 0.128
-0.039 0.017 -0.058
0.028 0.023 0.066
-3.140 1.025 0.472
0.470 -0.811 -1.060
0.435 -0.038 -0.745
-0.006 -0.045 -0.025
2.059 -0.177 0.463
0.047 -0.174 0.256
0.077 -0.062 -0.872
0.142 0.583 0.172
0.646 -0.847 0.233
0.106 -0.126 -1.196
0.243 0.231 0.144
-0.082 0.074 -0.013
-0.104 0.082 -0.216
0.250 0.244 0.161
-0.001 0.025 -0.096
-0.080 -0.003 -0.091
-0.585 -0.031 0.116
-0.049 0.048 0.040
1.296 0.337 0.756
0.267 -0.160 0.043
-0.148 0.104 0.051
-0.096 -0.009 -0.035
-0.938 -0.390 0.749
0.031 0.027 -0.001
-0.044 0.038 0.099
-0.077 -0.065 -0.075
0.112 -0.136 -0.220
-0.029 0.060 -0.076
-0.003 -0.033 -0.082
0.213 -0.096 0.173
-0.008 0.138 0.198
-0.015 -0.019 0.050
-0.095 0.001 -0.067
-0.038 -0.105 0.059
0.012 -0.080 0.013
0.050 0.004 0.036
-0.135 0.124 0.139
-1.303 0.026 0.829
-0.300 0.490 0.632
-0.022 0.016 -0.046
-0.029 0.034 0.001
-0.025 -0.016 -0.041
-0.078 -0.006 -0.043
-0.058 -0.022 -0.050
-0.024 0.020 0.029
0.092 -0.050 0.004
-0.016 -0.071 -0.038
-0.095 0.337 0.061
0.282 1.154 0.177
0.019 -0.006 0.280
-0.312 0.047 0.123
0.913 0.371 0.071
0.026 -0.037 0.042
-0.114 -0.004 -0.099
-0.358 0.059 -0.331
0.169 0.240 0.078
0.169 0.252 -0.203
0.790 -0.361 0.622
0.173 0.294 0.080
-0.005 -0.029 -0.098
-0.143 1.193 0.390
0.016 -0.012 0.007
0.665 0.330 -0.746
-0.126 -0.270 0.244
-0.170 -0.873 -0.464
-0.080 0.027 -0.042
-0.026 0.003 0.020
0.023 0.057 0.017
0.070 -0.387 -0.125
0.020 -0.010 -0.049
-0.271 -0.077 0.059
-0.168 0.049 -0.029
0.199 -0.026 0.191
-0.002 -0.015 0.010
-0.892 -0.499 0.724
-0.003 0.012 -0.110
-0.425 -0.937 -0.044
-0.613 -0.885 -0.605
-0.076 0.010 -0.083
0.646 -0.025 -0.090
0.985 -0.460 -0.635
-0.162 -0.094 0.187
0.021 0.008 0.012
-0.737 0.233 0.540
0.455 -1.495 -0.743
-0.043 -0.046 -0.032
0.050 -0.058 0.047
-0.020 -0.092 0.079
-0.840 0.729 -0.787
-0.035 -0.035 0.037
-0.568 -0.253 0.959
-0.033 0.034 -0.104
-0.019 -0.032 -0.029
-0.895 0.566 1.607
0.028 0.000 0.014
0.329 0.310 -1.154
-0.050 0.098 0.047
0.049 0.092 0.151
-0.020 0.080 -0.064
-0.339 -0.026 0.435
0.332 0.185 -0.125
-0.007 0.090 -0.045
0.033 -0.034 0.070
0.103 -0.748 -0.556
-0.033 -0.034 -0.036
-0.037 0.176 0.100
0.002 -0.017 -0.005
-0.019 0.035 -0.052
0.606 0.792 0.181
0.646 0.206 -0.812
-0.611 -0.119 -0.101
0.021 0.006 -0.009
-0.005 0.035 0.014
-0.247 -0.006 -0.237
0.107 0.022 0.281
0.189 -0.114 -0.286
0.040 0.020 -0.009
-0.043 -0.071 0.048
0.386 -0.086 0.072
0.045 -0.121 -0.032
-0.176 -0.159 -0.008
0.221 0.233 0.090
0.001 -0.014 -0.036
-0.091 -0.030 0.037
0.217 -0.195 0.015

Computed properties:
Charge: +1

Löwdin population analysis, charges in e, atoms 1 to 5:
1. H 0.08
2. C -0.18
3. C -0.25
4. H 0.11
5. H 0.07



Record 3
Molecular formula: CH4N2O
Method: DFT, ωB97M-V/def2-TZVPD

CARTESIAN COORDINATES (ANGSTROEM)
C (-1.627458, 0.077104, 0.016399)
N (2.209726, -1.217856, 0.034693)
H (-2.482017, 0.600182, -0.268955)
H (-1.602986, -1.010473, 0.324689)
N (2.637508, -0.198941, -0.015006)
O (3.037929, 0.903936, 0.019788)
H (-1.031231, 0.104320, -0.838980)
H (-1.141473, 0.741725, 0.727370)

Cartesian forces, eV/Å:
1.550 -1.136 1.351
-0.323 -1.288 -0.258
-2.139 -0.045 -0.164
-0.826 1.481 -0.028
-0.165 0.566 0.531
0.467 0.724 -0.273
1.257 0.057 -1.554
0.179 -0.360 0.394

Computed properties:
SMILES: N#[N+][O-].C

Löwdin population analysis, charges in e, atoms 1 to 5:
1. C -0.05
2. N 0.23
3. H -0.01
4. H 0.05
5. N -0.31



The records above yield energy above the lowest of the compared OMol25 structures with the same formula, charge and spin values of 0.0 22.9 72.6 kcal per mole, respectively.